#one
93
Properties=species:S:1:pos:R:3 method="wB97M-V/def2-TZVPD" mol_weight_g_mol=558.5 e_homo_ha=-0.376 total_charge=0 homo_lumo_gap_ev=9.01
O 5.91741 -0.01282 0.80155
H 5.18116 0.23346 0.24164
H 6.52581 -0.46158 0.21443
O -1.55248 -4.54213 1.16449
H -0.96871 -5.05275 1.72548
H -2.14567 -5.18938 0.78314
O -3.28849 -2.27968 1.64738
H -4.07984 -2.56508 2.10405
H -2.75149 -3.06931 1.58143
O -4.62442 2.97764 -0.77108
H -3.96242 2.56316 -1.32443
H -5.42882 2.49246 -0.95486
O -1.83171 1.79376 4.00409
H -2.53884 1.28104 4.39565
H -1.38465 2.19455 4.74956
O 1.49659 -1.03532 2.25757
H 0.55925 -0.90837 2.11093
H 1.64851 -1.95822 2.05407
O 0.51347 2.01185 2.15147
H -0.14120 1.60835 2.72141
H 1.32586 1.97635 2.65645
O -3.16316 3.43782 1.50245
H -3.92223 3.13111 1.00649
H -2.47386 3.54163 0.84645
O 1.60756 -0.57766 -1.97337
H 1.67718 -0.08976 -2.79394
H 1.58379 -1.49621 -2.24160
O 0.41731 5.30061 -1.17116
H 0.03059 5.72005 -0.40255
H 0.07997 4.40505 -1.15104
O -3.51561 -4.05349 -1.39435
H -3.73351 -4.90343 -1.01180
H -2.65436 -3.84191 -1.03419
O -1.21912 -0.55212 2.11466
H -1.89810 -1.21334 1.98052
H -1.69725 0.23088 2.38767
O -3.62495 1.88018 -2.93132
H -3.22159 1.17296 -2.42797
H -3.00512 2.05439 -3.63962
O 2.16292 3.13235 -2.88185
H 2.36896 3.02216 -1.95361
H 1.25849 3.44562 -2.89139
O -0.86930 3.01624 -0.45718
H -0.29823 3.07510 0.30875
H -1.01227 2.07757 -0.57837
O -4.30053 1.06772 2.21394
H -3.63293 1.62550 2.61323
H -5.12901 1.40025 2.55932
O 2.34059 2.78259 -0.14206
H 2.64968 3.65988 0.08392
H 1.77163 2.53358 0.58631
O 1.94658 -3.75528 1.67528
H 1.64545 -4.22213 2.45477
H 1.99752 -4.42868 0.99693
O 4.69122 -2.59901 -1.41919
H 5.16069 -3.36809 -1.74222
H 3.80690 -2.69123 -1.77373
O -2.60705 -0.23246 -1.68591
H -1.77422 -0.31136 -1.22073
H -3.27247 -0.32482 -1.00407
O 1.99074 -3.57850 -2.38148
H 2.01796 -4.36322 -1.83402
H 2.19372 -3.89327 -3.26236
O -4.72636 -0.53012 0.14189
H -4.19418 -1.31533 0.27011
H -4.60036 -0.02138 0.94286
O 2.22739 0.83790 -4.05283
H 1.43287 1.23122 -4.41377
H 2.65904 1.55375 -3.58650
O 3.15885 -1.13710 -5.72852
H 4.07220 -1.22134 -5.45480
H 2.78841 -0.48697 -5.13158
O -2.53786 -2.08666 -3.60598
H -3.43125 -2.39883 -3.46233
H -2.43058 -1.37001 -2.98057
O 3.66708 0.50336 -0.60245
H 2.98079 0.01200 -1.05389
H 3.21788 1.26873 -0.24376
O 3.39765 1.12079 2.28336
H 4.08911 0.55301 1.94317
H 2.69633 0.52016 2.53561
O 0.76691 -0.66640 4.97185
H -0.17793 -0.53646 4.89047
H 1.07189 -0.78039 4.07173
O -0.18330 0.36174 -0.22910
H 0.53821 0.12980 -0.81378
H -0.11943 -0.26526 0.49133
O -2.07419 -0.92519 4.98806
H -2.33877 -1.74126 5.41261
H -2.83588 -0.35192 5.07422
O 5.43526 1.83723 -2.45385
H 5.95910 1.03649 -2.47905
H 4.64732 1.59336 -1.96814

---

#two
93
Properties=species:S:1:pos:R:3 method="wB97M-V/def2-TZVPD" mol_weight_g_mol=558.5 e_homo_ha=-0.390 total_charge=0 homo_lumo_gap_ev=10.62
O 14.19931 16.66340 14.68072
H 14.38171 16.33256 15.55060
H 13.56294 15.97312 14.32790
O 13.02793 14.78818 11.01968
H 12.23142 14.99373 10.46182
H 13.25463 15.64049 11.40412
O 13.67592 6.42548 11.62084
H 14.58327 6.21578 11.82859
H 13.20036 6.07161 12.31848
O 10.42724 10.81762 16.66806
H 10.58290 10.17489 16.00148
H 10.76910 10.66451 17.56268
O 5.31022 10.90851 10.55326
H 5.06050 10.42120 11.33696
H 5.31311 11.84895 10.65232
O 16.81191 14.99177 7.75106
H 17.39318 15.62188 7.30490
H 17.25800 14.88474 8.60344
O 12.45214 10.96857 9.57988
H 12.40003 10.54552 8.71751
H 13.16845 11.60731 9.40959
O 11.28020 11.82737 13.12680
H 11.20439 11.78170 12.18006
H 11.43553 10.87886 13.42929
O 15.19185 11.12616 16.02849
H 15.37373 11.17853 15.07847
H 15.05438 12.02494 16.34554
O 9.35991 10.39212 7.16899
H 9.07882 10.05427 6.28490
H 8.74845 9.94333 7.78184
O 13.33435 14.00049 13.73536
H 12.70722 13.37998 14.13338
H 13.01942 14.05724 12.82531
O 8.21150 11.48855 13.01633
H 8.04817 12.44862 12.85586
H 9.15265 11.52204 13.21633
O 8.12159 9.59583 9.67360
H 7.27594 9.86534 10.04786
H 8.77898 10.24404 9.99503
O 9.59589 15.05653 13.68869
H 9.42080 14.26654 14.20960
H 10.53300 15.22067 13.86757
O 8.74971 14.03173 11.32946
H 8.40100 14.80747 10.91638
H 9.07217 14.21008 12.21972
O 10.57524 9.06521 14.48357
H 9.66060 8.99182 14.25222
H 11.14556 8.76693 13.76044
O 14.46454 13.31681 8.94660
H 15.00617 13.53490 8.19003
H 14.02240 14.10213 9.23315
O 8.63071 13.08980 15.60907
H 8.26406 13.25957 16.47629
H 9.06430 12.19798 15.74051
O 7.53368 13.11849 9.09527
H 7.74869 12.85216 10.02793
H 6.84368 12.54013 8.77698
O 14.62533 6.16863 15.70820
H 14.82331 6.16774 16.66593
H 14.19257 7.05868 15.49643
O 12.84406 9.22017 12.28331
H 13.27371 8.34102 12.06698
H 12.19214 9.36757 11.56484
O 12.19518 5.43807 13.81846
H 12.46578 5.69977 14.72490
H 11.18012 5.29781 13.89735
O 11.33853 6.55769 9.74265
H 11.92319 7.17496 9.36528
H 11.81679 5.99907 10.38083
O 15.18839 11.56362 13.09592
H 14.32571 11.21083 12.89840
H 14.95524 12.48468 13.31447
O 9.91921 7.97947 11.38184
H 10.49996 7.32196 10.99481
H 9.19330 8.19548 10.71784
O 9.82693 13.36037 7.61751
H 9.04388 13.28669 8.20233
H 9.94990 12.43354 7.37926
O 10.03938 11.73596 10.49122
H 10.79299 11.94656 9.99066
H 9.66454 12.62856 10.65782
O 5.46578 8.72722 12.14602
H 5.42169 9.21402 13.00806
H 5.82346 7.87742 12.29479
O 14.01509 8.66602 15.01298
H 13.67924 9.10519 14.25129
H 14.53276 9.22744 15.55162
O 6.29833 10.31282 14.66757
H 6.56820 11.09179 15.21074
H 6.85626 10.46196 13.86584
O 11.21043 15.39000 9.00136
H 10.64432 16.11914 8.62611
H 10.88648 14.57728 8.54339

---

Which structure loses on stability? #one does.

---

#one
20
Properties=species:S:1:pos:R:3 method="wB97M-V/def2-TZVPD" mol_weight_g_mol=121.2 e_homo_ha=-0.291 smiles="C=CNC1(C)C=CC=C1" total_charge=0 homo_lumo_gap_ev=8.82
C -0.83451 2.09209 -0.89263
C -1.57467 1.40123 0.09122
N -1.33556 0.02292 0.43177
C -0.10914 -0.63414 0.19901
C -0.29561 -1.77540 1.21747
C 1.07871 0.44432 0.57234
C 1.95969 0.38403 -0.31961
C 1.44761 -0.62206 -1.37581
C 0.22977 -1.16062 -1.14026
H 0.06435 1.63225 -1.36650
H -1.05059 3.15971 -1.01369
H -2.48573 1.71001 0.52903
H -1.65410 -0.10096 1.44374
H -0.98103 -2.43778 0.59581
H -1.00226 -1.21488 2.19314
H 0.81893 -2.07514 1.61964
H 1.14548 0.85546 1.54693
H 2.88433 0.84578 -0.32247
H 1.99706 -0.57898 -2.39304
H -0.30271 -1.94783 -1.61609

---

#two
20
Properties=species:S:1:pos:R:3 method="wB97M-V/def2-TZVPD" mol_weight_g_mol=121.2 e_homo_ha=-0.320 smiles="C=C1[C@H]2CC[C@@H]1N1C[C@@H]21" total_charge=0 homo_lumo_gap_ev=9.78
C 0.56841 2.38861 0.15972
C 0.33123 1.07519 0.07228
C 0.15000 -0.19961 1.02673
C -1.45741 -0.47147 0.99874
C -1.62568 0.01953 -0.46625
C -0.31435 0.20697 -1.01457
N 0.40031 -1.09282 -1.07228
C 1.84873 -1.07282 -0.89615
C 0.84907 -1.35588 0.21032
H 0.52478 3.02163 -0.62470
H 0.56581 2.94011 1.24710
H 0.90471 -0.09784 1.89051
H -1.75531 -0.00161 2.10178
H -1.79833 -1.51963 1.02274
H -1.92118 -0.94727 -1.10550
H -2.56026 0.63257 -0.65141
H -0.20444 0.67624 -1.83301
H 2.34061 -0.04508 -0.68089
H 2.45273 -1.89759 -1.08832
H 0.70058 -2.25923 0.70316

---

Which structure loses on stability? #two does.